(1)
{
  "formula": "C11H25Cl2N3O2PRh",
  "method": "ωB97M-V/def2-TZVPD",
  "species": ["Rh", "Cl", "Cl", "P", "O", "O", "N", "N", "N", "C", "C", "C", "C", "C", "C", "C", "C", "C", "C", "C", "H", "H", "H", "H", "H", "H", "H", "H", "H", "H", "H", "H", "H", "H", "H", "H", "H", "H", "H", "H", "H", "H", "H", "H", "H"],
  "positions_angstrom": [[-0.42, 0.39, -0.17], [-3.01, 1.73, 2.40], [-2.39, -0.68, 0.63], [-1.58, 1.40, -1.77], [-1.30, 3.68, 2.48], [1.90, 1.89, -1.27], [3.16, -1.72, 0.41], [1.21, -3.07, 0.29], [1.05, -0.83, 0.87], [4.09, -2.79, 0.14], [-2.38, 3.31, 2.87], [-2.61, 2.63, -0.91], [0.97, 1.40, -0.78], [3.76, -0.40, 0.28], [-0.24, -3.06, 0.30], [-2.59, 0.25, -2.73], [1.73, -4.44, 0.37], [1.81, -1.89, 0.53], [-3.32, 4.02, 3.78], [-0.79, 2.36, -3.10], [2.82, -4.50, 0.31], [-1.92, -0.46, -3.23], [-4.26, 4.24, 3.28], [-3.53, 3.44, 4.67], [3.28, 0.33, 0.94], [-1.95, 3.36, -0.44], [-0.59, -4.09, 0.30], [-3.16, 0.80, -3.50], [1.31, -5.00, -0.47], [-0.60, -2.55, 1.20], [-0.26, 3.24, -2.70], [3.84, -3.32, -0.79], [-3.15, 2.10, -0.12], [4.20, -3.47, 0.99], [5.07, -2.32, -0.01], [-0.08, 1.73, -3.64], [-1.56, 2.71, -3.81], [-3.27, -0.29, -2.06], [1.55, -0.19, 1.49], [-0.63, -2.54, -0.57], [4.81, -0.51, 0.56], [-3.30, 3.11, -1.60], [1.41, -4.92, 1.30], [3.71, -0.03, -0.76], [-2.85, 4.96, 4.06]],
  "spin_multiplicity": 5,
  "e_above_lowest_kcal_mol": 0.0,
  "gap_ev": [6.94, 4.87],
  "largest_force_ev_per_a": 6.6,
  "homo_energy_ev": [-12.84, -15.79],
  "charge": 2
}

(2)
{
  "formula": "C21H66O15",
  "method": "ωB97M-V/def2-TZVPD",
  "species": ["O", "O", "O", "O", "O", "O", "O", "O", "O", "O", "O", "O", "O", "O", "O", "C", "C", "C", "C", "C", "C", "C", "C", "C", "C", "C", "C", "C", "C", "C", "C", "C", "C", "C", "C", "C", "H", "H", "H", "H", "H", "H", "H", "H", "H", "H", "H", "H", "H", "H", "H", "H", "H", "H", "H", "H", "H", "H", "H", "H", "H", "H", "H", "H", "H", "H", "H", "H", "H", "H", "H", "H", "H", "H", "H", "H", "H", "H", "H", "H", "H", "H", "H", "H", "H", "H", "H", "H", "H", "H", "H", "H", "H", "H", "H", "H", "H", "H", "H", "H", "H", "H"],
  "positions_angstrom": [[-1.61, 2.80, -2.43], [3.93, -3.72, -3.65], [-4.75, -0.11, 0.49], [-0.82, 0.00, -1.54], [2.73, -0.11, -2.54], [4.37, 1.19, 1.82], [-3.97, 1.04, -2.38], [-2.77, -5.79, 2.09], [-3.30, 1.74, 2.15], [-0.29, -1.61, 1.03], [-1.29, 2.94, 0.34], [-2.85, -4.36, -0.46], [3.86, -0.37, -0.09], [3.49, 2.42, -0.64], [-2.66, -6.38, -2.52], [-3.95, 2.35, -1.83], [0.29, -0.57, -2.24], [4.12, -1.69, -0.51], [4.16, 3.77, -2.52], [-4.31, 1.53, 4.24], [-3.36, -0.59, 0.32], [5.83, 2.93, -0.77], [-1.51, -5.77, -1.85], [1.45, 0.46, -2.13], [-4.14, -5.60, 2.53], [-1.79, 0.89, 3.95], [-0.10, 3.60, 0.82], [-3.24, 0.92, 3.31], [0.74, 2.73, 1.66], [-2.96, 3.25, -2.57], [2.63, -3.27, -3.97], [-0.37, 4.91, 1.61], [4.44, 3.47, -1.01], [1.03, -2.16, 0.93], [4.21, 1.11, 3.26], [-1.77, -4.37, -1.37], [1.67, 3.28, 1.94], [-3.32, -6.42, -1.86], [5.87, 2.01, -1.33], [0.28, 2.45, 2.61], [-4.17, -5.40, 3.60], [6.57, 3.58, -1.16], [-1.33, 4.72, 2.15], [0.94, -3.13, 0.44], [5.14, -1.96, -0.39], [3.34, 4.52, -2.66], [-0.38, 5.77, 0.87], [-5.22, 1.64, 3.66], [3.72, 0.28, -0.82], [-3.30, 3.28, -3.59], [1.57, 0.76, -1.11], [-4.52, 0.92, 5.12], [1.51, -2.35, 1.90], [-4.68, 0.51, -1.97], [-0.89, -3.97, -0.88], [-1.22, 0.13, 3.41], [-1.32, 2.90, -1.47], [-2.78, 0.03, -0.40], [-4.76, -6.45, 2.31], [1.89, -4.12, -3.94], [2.55, -2.90, -5.01], [3.17, 1.22, 3.64], [2.71, -0.22, -3.51], [1.68, -1.47, 0.42], [-1.09, -6.47, -1.13], [4.70, 0.16, 3.57], [0.56, -1.53, -1.86], [4.29, 4.40, -0.41], [3.87, 2.80, -2.95], [3.66, 2.35, 0.28], [-2.10, -3.74, -2.25], [0.39, 3.86, -0.13], [6.07, 2.60, 0.30], [-0.34, -0.88, 0.44], [4.02, 0.37, 1.47], [3.54, -2.34, 0.14], [-3.66, 2.27, -0.80], [-3.95, 2.54, 4.54], [2.27, -2.48, -3.27], [-3.10, 4.25, -2.11], [-3.92, 1.24, 1.56], [-2.78, -0.51, 1.25], [-3.42, -0.14, 3.13], [1.22, 1.38, -2.64], [-1.65, 2.34, 1.02], [-1.95, 0.50, 4.98], [-2.59, -4.52, 0.43], [0.30, 5.08, 2.46], [0.94, 1.78, 1.12], [-5.34, -0.87, 0.71], [-3.36, -1.62, 0.02], [4.52, -2.97, -3.52], [0.08, -0.73, -3.32], [-4.93, 2.72, -1.95], [5.04, 4.17, -3.02], [-1.22, 0.75, -2.03], [-1.41, 1.90, 4.02], [-4.51, -4.67, 2.02], [-0.69, -5.71, -2.54], [3.79, -1.95, -1.50], [4.82, 1.92, 3.69], [-2.21, -5.41, 2.76]],
  "e_above_lowest_kcal_mol": 35.5,
  "gap_ev": 10.17,
  "largest_force_ev_per_a": 2.6,
  "homo_energy_ev": -9.89,
  "smiles": "CC(C)O.CC(C)O.CC(C)O.OCCO.OCCO.OCCO.CO.CO.CO.CO.CO.CO"
}

(3)
{
  "formula": "CH3BrClN",
  "method": "ωB97M-V/def2-TZVPD",
  "species": ["Br", "Cl", "N", "C", "H", "H", "H"],
  "positions_angstrom": [[-2.25, -0.85, 0.56], [1.94, -1.24, -0.42], [-1.42, 0.05, -0.75], [1.39, 0.10, 0.39], [-1.78, 1.02, -0.78], [1.52, 1.09, -0.07], [0.60, -0.17, 1.07]],
  "e_above_lowest_kcal_mol": 103.4,
  "gap_ev": [10.10, 6.98],
  "largest_force_ev_per_a": 1.3,
  "homo_energy_ev": [-9.99, -8.19]
}

(4)
{
  "formula": "C3H7N3O",
  "method": "ωB97M-V/def2-TZVPD",
  "species": ["O", "N", "N", "N", "C", "C", "C", "H", "H", "H", "H", "H", "H", "H"],
  "positions_angstrom": [[-0.30, -0.81, -1.01], [-1.08, -1.07, 0.90], [-1.66, 0.63, -0.23], [0.79, 0.68, 0.63], [-1.65, -0.83, -0.45], [-0.35, 0.01, 0.18], [2.01, 0.47, -0.14], [-2.42, -1.42, -0.93], [-1.71, -0.63, 1.59], [-1.53, 1.12, -1.12], [0.92, 0.51, 1.62], [2.79, 1.09, 0.31], [1.86, 0.82, -1.17], [2.34, -0.58, -0.17]],
  "e_above_lowest_kcal_mol": 94.2,
  "gap_ev": 10.53,
  "largest_force_ev_per_a": 0.7,
  "homo_energy_ev": -9.49
}

(5)
{
  "formula": "C15H23BrO",
  "method": "ωB97M-V/def2-TZVPD",
  "species": ["Br", "O", "C", "C", "C", "C", "C", "C", "C", "C", "C", "C", "C", "C", "C", "C", "C", "H", "H", "H", "H", "H", "H", "H", "H", "H", "H", "H", "H", "H", "H", "H", "H", "H", "H", "H", "H", "H", "H", "H"],
  "positions_angstrom": [[-3.78, -2.23, 4.58], [-0.95, -1.61, 3.55], [-0.29, 2.58, -2.43], [-3.23, -1.74, 2.75], [-0.74, 0.31, -0.39], [1.73, 0.42, 0.13], [-1.40, -1.69, 1.15], [0.91, 1.84, -1.73], [1.50, 0.82, -2.70], [2.31, 0.60, 1.40], [0.53, 1.21, -0.34], [-1.76, -2.16, 2.54], [2.28, -0.62, -0.77], [2.02, 2.85, -1.50], [-1.61, -2.65, 0.02], [2.12, -0.31, -2.24], [-1.03, -0.35, 0.96], [1.83, 1.36, 2.01], [-1.65, 0.89, -0.63], [-1.17, -2.00, 4.41], [-1.82, -2.13, -0.94], [-2.48, -3.31, 0.24], [-1.67, -3.24, 2.62], [1.42, 1.02, -3.78], [-0.87, 0.23, 1.86], [-3.33, -0.66, 2.64], [1.65, 3.64, -0.83], [3.20, 0.15, 1.72], [-1.05, 1.87, -2.75], [-3.92, -2.22, 2.04], [-0.69, -3.22, -0.11], [0.34, 2.02, 0.37], [3.35, -0.78, -0.59], [2.32, 3.31, -2.47], [0.04, 3.13, -3.33], [-0.78, 3.30, -1.73], [1.83, -1.57, -0.54], [-0.56, -0.44, -1.18], [2.88, 2.36, -1.04], [2.54, -0.97, -2.97]],
  "gap_ev": 9.49,
  "largest_force_ev_per_a": 4.8,
  "homo_energy_ev": -8.75,
  "smiles": "C=C1CC=CC(C)(C)[C@H]1C/C=C(\\C)[C@@H](O)CBr"
}

(6)
{
  "formula": "C26H42N3O14",
  "method": "ωB97M-V/def2-TZVPD",
  "species": ["O", "O", "O", "O", "O", "O", "O", "O", "O", "O", "O", "O", "O", "O", "N", "N", "N", "C", "C", "C", "C", "C", "C", "C", "C", "C", "C", "C", "C", "C", "C", "C", "C", "C", "C", "C", "C", "C", "C", "C", "C", "C", "C", "H", "H", "H", "H", "H", "H", "H", "H", "H", "H", "H", "H", "H", "H", "H", "H", "H", "H", "H", "H", "H", "H", "H", "H", "H", "H", "H", "H", "H", "H", "H", "H", "H", "H", "H", "H", "H", "H", "H", "H", "H", "H"],
  "positions_angstrom": [[6.93, -0.38, 0.87], [-5.06, -5.40, 0.36], [-2.85, -5.13, -0.02], [-2.43, -0.62, 1.32], [5.10, 5.41, -0.23], [-8.36, -1.99, -0.77], [-8.30, 0.00, -1.84], [-3.95, -6.77, -1.04], [-6.49, -0.79, -0.76], [-0.75, -0.51, 2.83], [5.13, -0.02, -0.43], [5.24, -1.82, 0.91], [2.89, 5.55, -0.04], [1.92, 6.02, -2.02], [2.26, 2.89, 1.04], [0.31, 3.67, -0.01], [1.89, 2.28, -1.13], [-2.84, 0.75, 1.42], [5.72, -0.68, 0.38], [3.92, 3.80, -1.52], [-0.61, 3.76, -1.16], [7.19, -1.26, 1.99], [3.51, 2.25, 0.55], [-4.87, -2.31, 0.22], [6.33, -2.45, 1.62], [-1.86, -5.98, -0.63], [1.42, 2.99, 0.00], [4.06, 4.96, -0.58], [8.66, -1.52, 2.15], [-2.67, -6.70, -1.69], [-2.79, 2.66, -0.27], [-0.33, -1.63, 0.76], [3.38, 2.47, -0.96], [-7.78, -0.84, -1.19], [1.73, 7.65, -0.27], [-6.30, -1.84, 0.22], [-1.96, 1.71, 0.60], [2.16, 6.36, -0.90], [-2.18, -8.08, -2.07], [-2.06, 3.94, -0.73], [-7.34, -2.84, -0.24], [-1.16, -0.86, 1.75], [-4.06, -5.74, -0.18], [3.84, 1.71, -1.58], [2.37, 3.72, 1.62], [-3.66, 2.97, 0.32], [2.48, 8.01, 0.41], [0.78, 7.51, 0.24], [-6.57, -1.43, 1.19], [-4.19, -1.47, 0.26], [-1.48, -6.67, 0.13], [-2.57, 4.29, -1.63], [-3.88, 0.80, 1.12], [9.03, -2.15, 1.34], [3.49, 1.19, 0.76], [-2.96, -8.62, -2.60], [0.07, 4.14, 0.85], [-1.38, 2.31, 1.30], [-2.78, 1.04, 2.47], [1.57, 8.35, -1.09], [-2.79, -6.08, -2.57], [-3.20, 2.15, -1.14], [-1.05, -5.39, -1.03], [-2.17, 4.75, -0.01], [1.74, 1.29, -0.90], [0.72, -1.43, 0.91], [4.43, 2.64, 0.99], [-1.30, -8.00, -2.71], [4.94, 3.60, -1.87], [9.22, -0.59, 2.13], [-0.52, 2.88, -1.78], [-4.65, -2.86, -0.69], [-1.26, 1.16, -0.03], [6.79, -0.76, 2.88], [-0.63, -1.35, -0.25], [8.86, -2.02, 3.10], [-4.68, -2.96, 1.07], [-6.96, -3.48, -1.04], [-0.54, -2.69, 0.87], [-0.31, 4.61, -1.77], [-7.73, -3.46, 0.56], [6.84, -3.12, 0.94], [-1.91, -8.66, -1.18], [3.33, 4.07, -2.39], [5.95, -3.00, 2.48]],
  "gap_ev": 9.39,
  "largest_force_ev_per_a": 1.0,
  "homo_energy_ev": -12.04,
  "charge": 1
}

(7)
{
  "formula": "C6H18N",
  "method": "ωB97M-V/def2-TZVPD",
  "species": ["N", "C", "C", "C", "C", "C", "C", "H", "H", "H", "H", "H", "H", "H", "H", "H", "H", "H", "H", "H", "H", "H", "H", "H", "H"],
  "positions_angstrom": [[-1.06, -1.55, -1.26], [-0.20, 1.50, 1.29], [0.35, 1.28, 2.73], [1.03, -0.93, -2.47], [0.84, 1.34, 0.18], [0.41, -1.71, -1.31], [-1.26, 0.42, 1.10], [0.62, -2.82, -1.43], [-1.99, 0.38, 1.90], [1.34, -1.58, -3.25], [-0.63, 2.52, 1.24], [0.81, 0.24, 2.83], [-1.16, -0.56, -1.06], [-1.55, -2.03, -0.49], [0.34, -0.18, -2.86], [-0.71, -0.58, 1.02], [-1.59, -1.87, -2.09], [1.40, 0.40, 0.36], [-1.81, 0.58, 0.10], [0.41, 1.32, -0.83], [-0.49, 1.32, 3.38], [1.96, -0.41, -2.15], [0.78, -1.48, -0.30], [1.59, 2.16, 0.23], [1.06, 2.04, 3.08]],
  "e_above_lowest_kcal_mol": 10.1,
  "gap_ev": 11.40,
  "largest_force_ev_per_a": 2.8,
  "homo_energy_ev": -14.81,
  "charge": 1
}

(8)
{
  "formula": "C11H24CuNO12",
  "method": "ωB97M-V/def2-TZVPD",
  "species": ["Cu", "O", "O", "O", "O", "O", "O", "O", "O", "O", "O", "O", "O", "N", "C", "C", "C", "C", "C", "C", "C", "C", "C", "C", "C", "H", "H", "H", "H", "H", "H", "H", "H", "H", "H", "H", "H", "H", "H", "H", "H", "H", "H", "H", "H", "H", "H", "H", "H"],
  "positions_angstrom": [[0.85, 0.54, 0.20], [1.83, 1.97, -0.98], [1.88, 2.80, 3.67], [4.43, -1.14, -0.28], [2.19, -1.06, -0.11], [3.20, 1.53, 2.37], [0.15, -0.30, -1.85], [2.88, 3.26, -2.46], [-0.93, 1.72, 0.15], [3.14, -2.13, -1.83], [0.97, 1.52, 2.09], [4.00, 2.51, -0.67], [-1.31, -3.34, 2.29], [-0.54, -0.81, 1.28], [-1.17, 3.08, -0.14], [-2.05, 1.05, 0.66], [2.96, 2.56, -1.26], [-0.41, 0.10, -4.18], [-1.65, 0.03, 1.73], [-0.86, -1.97, 0.44], [-2.21, -4.01, 3.12], [-1.77, -3.02, 1.02], [2.09, 1.87, 2.67], [-0.28, 0.69, -2.78], [3.30, -1.38, -0.64], [-1.73, 3.24, -1.06], [-1.20, -1.62, -0.54], [-1.30, 1.00, -2.54], [-0.09, -1.20, 2.11], [-2.55, -0.49, 2.04], [-1.29, -0.55, -4.15], [-2.60, 0.52, -0.14], [0.13, -2.38, 0.19], [0.75, -0.91, -2.30], [-0.73, 0.82, -4.93], [0.97, 3.08, 3.52], [0.36, 1.56, -2.69], [4.02, -2.03, -2.23], [-3.17, -3.48, 3.11], [1.97, 3.04, -2.70], [-1.25, 0.65, 2.53], [-1.63, 3.57, 0.73], [-0.19, 3.53, -0.27], [0.46, -0.46, -4.53], [-1.86, -4.09, 4.14], [-2.78, 1.74, 1.09], [-2.37, -5.04, 2.77], [-2.83, -2.71, 1.01], [-1.79, -3.88, 0.33]],
  "spin_multiplicity": 2,
  "gap_ev": [7.73, 7.72],
  "largest_force_ev_per_a": 2.4,
  "homo_energy_ev": [-5.45, -5.44],
  "charge": -1
}

(9)
{
  "formula": "C60H48N2O3P2RbS",
  "method": "ωB97M-V/def2-TZVPD",
  "species": ["Rb", "S", "P", "P", "O", "O", "O", "N", "N", "C", "C", "C", "C", "C", "C", "C", "C", "C", "C", "C", "C", "C", "C", "C", "C", "C", "C", "C", "C", "C", "C", "C", "C", "C", "C", "C", "C", "C", "C", "C", "C", "C", "C", "C", "C", "C", "C", "C", "C", "C", "C", "C", "C", "C", "C", "C", "C", "C", "C", "C", "C", "C", "C", "C", "C", "C", "C", "C", "C", "H", "H", "H", "H", "H", "H", "H", "H", "H", "H", "H", "H", "H", "H", "H", "H", "H", "H", "H", "H", "H", "H", "H", "H", "H", "H", "H", "H", "H", "H", "H", "H", "H", "H", "H", "H", "H", "H", "H", "H", "H", "H", "H", "H", "H", "H", "H", "H"],
  "positions_angstrom": [[-0.01, -0.19, 0.53], [2.75, -1.56, -0.33], [2.73, 1.34, 0.54], [-0.36, -3.03, -0.59], [-3.30, 0.19, 7.17], [-6.02, 3.73, 3.32], [1.81, -2.10, 0.72], [-0.59, 0.58, 3.07], [-2.26, 1.48, 1.04], [1.97, 5.36, 1.12], [4.36, -1.59, 0.45], [-2.94, 2.16, 0.11], [3.02, -6.92, -3.90], [-2.63, 1.65, 2.31], [2.97, -2.79, -1.61], [1.71, 5.41, 2.48], [-1.90, -3.56, -1.45], [2.39, 2.98, 1.26], [0.83, -4.28, -1.27], [-2.49, 0.44, 4.51], [1.78, 4.24, 3.24], [4.05, -2.56, -2.42], [5.26, 1.94, 1.56], [0.10, -0.13, 3.96], [-1.19, -4.31, 3.79], [4.15, -5.92, -4.28], [-0.44, -0.59, 5.15], [2.70, -4.90, -2.67], [4.51, -3.50, -3.37], [8.21, -1.68, 2.32], [6.56, 1.71, 2.08], [-2.90, -4.36, -0.90], [2.15, -6.18, -2.92], [-5.43, 4.17, 2.11], [4.96, -0.39, 0.96], [4.46, 0.96, 1.02], [2.98, 2.24, -4.00], [4.11, 2.43, -3.21], [1.00, -6.53, -2.30], [-3.17, -3.46, -3.52], [-1.69, -2.98, 1.85], [4.06, 2.17, -1.84], [8.32, -0.15, 2.61], [6.23, -0.59, 1.53], [-1.96, -3.34, 3.17], [3.86, -4.69, -3.45], [-4.16, -4.26, -2.96], [6.22, -2.97, 1.23], [6.86, -1.85, 1.66], [1.77, 1.51, -2.06], [-0.15, -4.91, 3.09], [1.81, 1.78, -3.42], [-2.06, -3.11, -2.76], [-4.35, 3.21, 1.73], [-3.65, 2.50, 2.70], [2.13, -3.95, -1.79], [-2.43, -0.82, 6.68], [0.11, -4.55, 1.78], [0.34, -5.55, -1.52], [-3.98, 3.02, 0.40], [-1.87, 0.86, 3.35], [2.32, 4.16, 0.52], [7.03, 0.43, 2.08], [-1.76, -0.31, 5.44], [2.11, 3.04, 2.63], [2.88, 1.72, -1.25], [4.96, -2.81, 0.62], [-0.66, -3.59, 1.14], [-4.02, -4.70, -1.65], [2.14, 2.13, 3.23], [-6.74, 4.33, 3.55], [-3.90, 2.63, 3.74], [4.14, -5.68, -5.34], [4.94, 2.32, -1.24], [4.45, -3.70, 0.24], [-0.64, -5.79, -1.13], [1.44, 6.34, 2.95], [-2.99, -1.72, 6.44], [0.93, 1.62, -4.03], [-4.99, 5.17, 2.24], [-3.53, 0.68, 4.70], [4.63, -1.66, -2.27], [-5.02, -4.54, -3.54], [2.54, 4.14, -0.54], [5.03, 2.79, -3.65], [0.85, 1.14, -1.63], [8.29, -2.28, 3.22], [0.46, -5.66, 3.58], [8.43, 0.04, 3.68], [1.92, 6.27, 0.53], [2.45, -7.23, -4.78], [5.14, -6.32, -4.05], [-3.69, -0.11, 7.99], [-4.79, -5.33, -1.21], [1.13, -0.36, 3.70], [0.17, -1.17, 5.84], [9.19, 0.29, 2.12], [0.54, -7.50, -2.44], [7.13, 2.53, 2.49], [-1.67, -1.09, 7.42], [5.38, -3.27, -3.98], [4.87, 2.95, 1.61], [3.42, -7.84, -3.46], [3.03, 2.44, -5.06], [-1.39, -4.59, 4.81], [-4.50, 3.52, -0.40], [1.57, 4.27, 4.30], [-2.30, -2.22, 1.38], [-2.64, 2.00, -0.92], [-3.26, -3.11, -4.54], [0.93, -5.03, 1.25], [6.65, -3.96, 1.33], [9.01, -2.02, 1.65], [-6.16, 4.24, 1.30], [-1.30, -2.47, -3.21], [-2.77, -2.86, 3.70], [-2.81, -4.73, 0.11]],
  "e_above_lowest_kcal_mol": 1.0,
  "gap_ev": 7.96,
  "largest_force_ev_per_a": 0.8,
  "homo_energy_ev": -9.83,
  "charge": 1
}